(1)
# C30H61FN5O3S2

2 unconnected molecules or ions with the total composition C30H61FN5O3S2 at a distorted geometry (wB97M-V/def2-TZVPD, the OMol25 dataset).

Computed properties:
- E_tot: -2574.9903 a.u.
- Kohn-Sham gap: 7.767 eV

ORCA input file:
```
! RIJCOSX wB97M-V def2-TZVPD def2/J DEFGRID3
* xyz 1 1
C -0.031 -5.173 3.873
C -0.458 -3.712 3.983
C 0.281 -2.939 5.070
C 1.794 -2.864 4.845
C 2.185 -1.874 3.747
C 2.276 -2.500 2.345
C 3.637 -2.320 1.655
C 3.596 -1.299 0.541
N 2.923 -1.771 -0.678
C 2.896 -0.648 -1.672
C 1.861 0.435 -1.326
C 2.550 1.784 -1.062
C 1.692 3.026 -1.347
C 1.161 3.653 -0.056
C 0.122 2.737 0.628
C -0.993 3.527 1.274
C -1.980 2.581 1.986
C 3.609 -2.818 -1.331
S 5.188 -3.153 -1.260
S 2.668 -3.818 -2.412
C 1.050 -3.936 -1.600
C -0.005 -4.449 -2.574
C -1.210 -3.514 -2.804
N -1.004 -2.132 -2.394
C -1.310 -1.563 -1.235
N -1.105 -0.272 -0.954
C -1.537 -0.053 0.258
N -2.009 -1.172 0.793
N -1.894 -2.166 -0.129
C -2.361 -3.516 0.256
O -1.364 -4.435 0.438
C -0.477 -4.102 1.520
C -0.387 -1.241 -3.395
C -1.428 -0.501 -4.233
F 0.471 -1.976 -4.152
H 0.838 -5.221 3.223
H 0.235 -5.593 4.835
H -0.789 -5.765 3.373
H -0.268 -3.195 3.042
H -1.535 -3.657 4.123
H -0.107 -1.923 5.100
H 0.076 -3.387 6.040
H 2.191 -3.854 4.636
H 2.224 -2.538 5.787
H 1.451 -1.071 3.741
H 3.137 -1.433 4.027
H 2.124 -3.568 2.469
H 1.478 -2.145 1.697
H 4.351 -1.948 2.383
H 4.046 -3.261 1.312
H 4.568 -0.862 0.335
H 2.983 -0.479 0.917
H 2.640 -1.100 -2.624
H 3.901 -0.242 -1.751
H 1.224 0.571 -2.195
H 1.262 0.137 -0.474
H 3.414 1.832 -1.716
H 2.921 1.806 -0.041
H 0.850 2.774 -1.985
H 2.307 3.781 -1.828
H 0.669 4.588 -0.305
H 1.986 3.802 0.632
H -0.302 2.102 -0.153
H 0.634 2.076 1.325
H -0.577 4.214 2.007
H -1.535 4.091 0.525
H -2.448 3.019 2.857
H -1.468 1.655 2.232
H -2.763 2.305 1.282
H 1.166 -4.651 -0.797
H 0.817 -2.987 -1.126
H -0.319 -5.436 -2.269
H 0.484 -4.592 -3.533
H -2.114 -3.936 -2.401
H -1.387 -3.486 -3.872
H -1.518 0.905 0.739
H -2.397 -1.247 1.721
H -3.086 -3.877 -0.455
H -2.907 -3.388 1.195
H 0.197 -3.305 1.218
H -1.066 -3.797 2.386
H 0.075 -4.994 1.764
H 0.202 -0.509 -2.854
H -1.370 0.553 -3.996
H -2.419 -0.809 -3.920
H -1.308 -0.673 -5.293
C -4.325 7.948 -1.507
O -3.370 8.120 -2.539
C -2.034 8.187 -2.067
C -1.303 6.882 -2.278
O -1.845 5.837 -1.477
C -2.688 4.967 -2.207
H -5.275 7.694 -1.974
H -4.040 7.143 -0.824
H -4.449 8.876 -0.941
H -2.010 8.473 -1.011
H -1.526 8.969 -2.640
H -0.259 7.011 -1.975
H -1.316 6.602 -3.335
H -2.095 4.313 -2.858
H -3.414 5.517 -2.810
H -3.228 4.348 -1.489
*
```

Mulliken atomic charge list, values in e, 5 entries:
1 C -1.79
2 C 0.93
3 C -1.14
4 C -0.94
5 C -0.92

(2)
# C30H62BBr18O2

10 unconnected molecules or ions with the total composition C30H62BBr18O2 (wB97M-V/def2-TZVPD, the OMol25 dataset).

Computed properties:
- E_tot: -47687.9793 a.u.
- Kohn-Sham gap: 5.333 eV

ORCA input file:
```
! RIJCOSX wB97M-V def2-TZVPD def2/J DEFGRID3
* xyz -1 1
C 2.064 0.788 2.418
C 2.706 1.239 1.107
C 2.683 0.146 0.029
C 1.644 0.427 -1.057
C 1.160 -0.812 -1.825
C -0.362 -0.826 -1.917
C -1.012 -1.260 -0.596
C -2.189 -0.385 -0.181
C -2.910 -0.948 1.036
C -3.705 0.035 1.899
C -4.898 0.777 1.269
C -5.199 2.096 1.985
O -4.425 3.053 1.340
B -4.206 2.583 -0.079
O -4.718 1.163 -0.062
H 2.426 -0.204 2.697
H 0.977 0.725 2.328
H 2.291 1.470 3.240
H 3.723 1.585 1.308
H 2.134 2.085 0.713
H 2.426 -0.808 0.502
H 3.675 0.019 -0.416
H 0.776 0.894 -0.578
H 2.047 1.163 -1.757
H 1.603 -0.852 -2.824
H 1.515 -1.692 -1.280
H -0.696 0.195 -2.135
H -0.710 -1.440 -2.750
H -1.336 -2.306 -0.664
H -0.251 -1.216 0.195
H -2.888 -0.266 -1.008
H -1.832 0.627 0.031
H -3.533 -1.790 0.716
H -2.152 -1.399 1.692
H -4.104 -0.546 2.742
H -3.018 0.774 2.332
H -5.785 0.123 1.364
H -6.280 2.306 1.890
H -4.960 2.053 3.059
H -4.849 3.254 -0.901
H -2.986 2.650 -0.350
Br 5.175 -1.872 2.036
C 5.880 -2.996 0.617
C 5.043 -2.937 -0.635
Br 3.356 -3.882 -0.460
H 5.930 -4.003 1.019
H 6.884 -2.631 0.414
H 5.571 -3.411 -1.459
H 4.788 -1.916 -0.903
Br 0.329 -5.909 -1.399
C 1.183 -7.635 -1.190
C 2.479 -7.718 -1.956
Br 2.196 -7.888 -3.870
H 0.467 -8.385 -1.513
H 1.381 -7.747 -0.126
H 3.039 -8.601 -1.657
H 3.084 -6.827 -1.810
Br -6.829 -2.709 2.288
C -6.599 -4.633 2.235
C -5.262 -5.058 2.784
Br -3.816 -4.599 1.574
H -6.712 -4.925 1.195
H -7.402 -5.064 2.829
H -5.230 -6.137 2.919
H -5.037 -4.571 3.728
Br -3.154 -7.410 4.768
C -2.145 -8.427 3.457
C -2.956 -8.743 2.228
Br -4.298 -10.117 2.571
H -1.806 -9.324 3.964
H -1.294 -7.807 3.185
H -2.321 -9.136 1.438
H -3.489 -7.873 1.856
Br 5.513 5.002 1.540
C 4.044 5.639 0.436
C 3.206 4.537 -0.138
Br 4.045 3.545 -1.581
H 4.487 6.274 -0.323
H 3.422 6.239 1.095
H 2.307 4.972 -0.568
H 2.936 3.795 0.607
Br 4.941 9.374 -0.121
C 6.457 8.968 -1.264
C 6.035 8.819 -2.702
Br 5.060 7.162 -2.985
H 6.900 8.056 -0.873
H 7.154 9.795 -1.155
H 6.901 8.782 -3.359
H 5.383 9.631 -3.014
Br 3.838 12.236 -2.796
C 2.323 11.335 -3.617
C 2.677 9.943 -4.066
Br 3.799 9.945 -5.654
H 2.001 11.961 -4.442
H 1.548 11.296 -2.855
H 1.782 9.385 -4.331
H 3.224 9.397 -3.301
Br -3.573 -7.339 -1.091
C -5.292 -8.183 -1.395
C -5.232 -9.674 -1.193
Br -4.327 -10.588 -2.650
H -5.604 -7.908 -2.398
H -5.973 -7.744 -0.668
H -6.234 -10.094 -1.150
H -4.688 -9.920 -0.286
Br 1.121 6.036 3.048
C -0.493 6.490 2.059
C -0.405 6.118 0.603
Br 0.781 7.317 -0.370
H -0.645 7.557 2.194
H -1.302 5.939 2.534
H -1.379 6.202 0.128
H -0.020 5.113 0.459
*
```

Mulliken atomic charge list, values in e, 5 entries:
1 C -1.42
2 C 0.27
3 C 0.25
4 C -0.37
5 C -0.61

(3)
# C30H62BCl52FO2

27 unconnected molecules or ions with the total composition C30H62BCl52FO2 at a distorted geometry (wB97M-V/def2-TZVPD, the OMol25 dataset).

Computed properties:
- E_tot: -25385.4238 a.u.
- Kohn-Sham gap: 9.885 eV

ORCA input file:
```
! RIJCOSX wB97M-V def2-TZVPD def2/J DEFGRID3
* xyz 0 1
C 3.124 -2.361 5.252
C 2.190 -1.332 4.672
O 1.153 -1.034 5.626
B -0.060 -0.828 5.043
O -0.590 0.454 5.094
C -0.886 -1.982 4.344
C -0.517 -3.363 4.815
F -0.366 -4.236 3.725
H 2.546 -3.072 5.815
H 3.682 -2.870 4.492
H 3.756 -1.855 5.959
H 2.757 -0.438 4.499
H 1.780 -1.691 3.744
H -0.598 0.843 4.200
H -0.720 -1.897 3.283
H -1.915 -1.801 4.607
H 0.419 -3.378 5.351
H -1.268 -3.773 5.471
C -3.561 -0.774 1.647
Cl -4.347 -1.156 3.183
Cl -2.019 0.048 1.914
H -3.382 -1.695 1.107
H -4.204 -0.114 1.077
C 2.532 -0.735 0.610
Cl 1.695 0.270 1.814
Cl 3.467 -2.039 1.349
H 1.789 -1.168 -0.049
H 3.208 -0.099 0.051
C 3.374 0.069 -3.487
Cl 2.552 1.115 -2.321
Cl 4.319 -1.197 -2.697
H 2.622 -0.406 -4.104
H 4.039 0.671 -4.094
C 6.934 -1.596 5.682
Cl 6.153 -0.507 4.528
Cl 6.220 -3.200 5.525
H 8.000 -1.637 5.494
H 6.740 -1.231 6.684
C 1.563 -5.735 7.137
Cl 3.319 -5.671 6.967
Cl 0.912 -4.207 7.751
H 1.139 -5.907 6.154
H 1.294 -6.538 7.812
C 6.016 -1.772 -6.175
Cl 4.339 -1.233 -6.352
Cl 6.221 -3.473 -6.620
H 6.645 -1.170 -6.822
H 6.304 -1.650 -5.137
C 0.348 4.111 -0.652
Cl 0.704 2.714 0.377
Cl 0.038 3.598 -2.312
H -0.529 4.620 -0.273
H 1.205 4.772 -0.647
C -7.413 -3.225 3.589
Cl -9.028 -2.544 3.329
Cl -7.354 -4.946 3.200
H -6.714 -2.698 2.952
H -7.153 -3.093 4.632
C 2.020 1.665 6.095
Cl 3.741 1.274 5.957
Cl 1.598 3.143 5.211
H 1.443 0.842 5.690
H 1.780 1.809 7.140
C 1.652 -4.049 -4.218
Cl 3.295 -3.920 -4.837
Cl 1.180 -2.615 -3.286
H 0.977 -4.146 -5.058
H 1.582 -4.914 -3.569
C 4.824 -7.608 -4.459
Cl 5.390 -7.790 -6.125
Cl 3.100 -7.212 -4.390
H 4.995 -8.546 -3.934
H 5.379 -6.802 -3.993
C -4.597 1.355 6.210
Cl -5.072 2.580 5.028
Cl -5.664 -0.055 6.165
H -3.588 1.029 5.984
H -4.647 1.790 7.200
C -0.709 5.141 -5.855
Cl 0.291 6.594 -5.986
Cl 0.269 3.672 -5.797
H -1.288 5.205 -4.942
H -1.361 5.093 -6.719
C 5.538 -7.895 4.692
Cl 4.265 -8.572 5.716
Cl 5.883 -6.195 5.053
H 6.443 -8.467 4.852
H 5.222 -7.967 3.660
C -1.097 8.081 -8.886
Cl -2.577 7.136 -8.649
Cl -0.685 8.263 -10.592
H -1.242 9.062 -8.450
H -0.286 7.561 -8.396
C -9.570 -3.615 7.084
Cl -8.416 -2.283 6.951
Cl -8.759 -5.172 7.286
H -10.202 -3.437 7.944
H -10.159 -3.648 6.175
C 9.217 1.399 -7.367
Cl 8.481 -0.120 -7.905
Cl 10.397 1.141 -6.082
H 9.717 1.854 -8.213
H 8.433 2.046 -6.994
C -4.761 9.573 -6.829
Cl -5.072 8.930 -5.212
Cl -3.337 10.623 -6.856
H -4.585 8.740 -7.498
H -5.624 10.148 -7.153
C -8.820 11.306 -6.741
Cl -8.122 11.276 -5.122
Cl -8.013 10.170 -7.836
H -9.865 11.033 -6.676
H -8.711 12.304 -7.146
C -2.620 -3.002 -4.345
Cl -2.071 -3.076 -2.669
Cl -1.909 -4.275 -5.347
H -3.695 -3.123 -4.360
H -2.339 -2.040 -4.757
C -1.901 -1.414 8.808
Cl -3.491 -2.075 8.408
Cl -0.772 -1.537 7.455
H -2.018 -0.370 9.067
H -1.495 -1.971 9.643
C 6.272 -10.511 -1.230
Cl 6.986 -9.272 -0.195
Cl 6.358 -10.065 -2.941
H 6.814 -11.438 -1.089
H 5.230 -10.633 -0.960
C -3.919 8.751 -1.538
Cl -3.302 7.396 -0.581
Cl -2.659 9.927 -1.916
H -4.315 8.363 -2.467
H -4.696 9.248 -0.970
C -11.559 -2.159 0.800
Cl -13.231 -2.734 0.796
Cl -10.826 -2.255 -0.806
H -11.548 -1.126 1.123
H -10.983 -2.774 1.479
C 2.176 5.592 -10.660
Cl 1.665 5.857 -8.986
Cl 2.404 7.117 -11.519
H 3.110 5.044 -10.658
H 1.404 5.026 -11.168
C 4.691 4.121 2.888
Cl 5.343 5.758 2.719
Cl 5.965 2.915 3.087
H 4.052 4.090 3.761
H 4.127 3.881 1.995
*
```

Mulliken atomic charge list, values in e, 5 entries:
1 C -0.53
2 C -0.29
3 O -0.47
4 B 0.51
5 O -0.38

(4)
# C30H63B2Br2IN5O5

3 unconnected molecules or ions with the total composition C30H63B2Br2IN5O5 at a distorted geometry (wB97M-V/def2-TZVPD, the OMol25 dataset).

Computed properties:
- E_tot: -7326.3426 a.u.
- Kohn-Sham gap: 6.429 eV

ORCA input file:
```
! RIJCOSX wB97M-V def2-TZVPD def2/J DEFGRID3
* xyz -1 1
C 4.868 2.833 1.622
C 3.888 3.144 2.855
C 3.427 4.662 2.917
C 2.052 4.977 2.180
C 2.371 5.365 0.645
C 1.172 4.824 -0.286
C 1.600 3.384 -0.816
C 1.127 2.238 0.206
C -0.452 2.156 0.388
C -1.157 1.886 -1.015
C -1.187 0.320 -1.344
C 0.017 -0.178 -2.275
B 0.544 -1.708 -1.988
N 0.614 -2.375 -3.378
C 1.598 -1.778 -4.289
C 0.877 -1.219 -5.630
O -0.196 -2.533 -0.987
C 0.534 -3.605 -0.447
N 0.336 -4.795 -1.307
C -0.977 -4.867 -1.956
C -2.232 -4.891 -0.999
C 0.261 -4.174 1.002
Br 0.889 -6.043 1.319
C -0.358 -3.588 2.085
C -0.531 -4.317 3.490
Br -1.030 -1.759 1.970
C 2.036 -2.940 -0.490
B 2.539 -2.086 0.805
N 2.987 -0.642 0.601
O 2.600 -2.561 2.156
C 3.255 -3.884 -0.902
I 5.185 -3.315 -0.002
C 3.507 -3.996 -2.471
C 4.597 -2.972 -3.050
O 1.945 -1.902 -1.491
H 5.703 3.592 1.566
H 5.345 1.824 1.773
H 4.329 2.850 0.635
H 4.531 2.958 3.780
H 3.050 2.392 2.914
H 4.221 5.288 2.400
H 3.295 4.941 4.004
H 1.560 5.908 2.614
H 1.291 4.153 2.269
H 2.441 6.487 0.518
H 3.374 4.943 0.350
H 0.218 4.801 0.322
H 1.015 5.475 -1.202
H 1.260 3.169 -1.875
H 2.735 3.283 -0.847
H 1.448 1.265 -0.270
H 1.691 2.295 1.192
H -0.644 1.215 1.007
H -0.886 3.014 0.965
H -0.777 2.524 -1.859
H -2.250 2.184 -0.866
H -2.133 0.165 -1.965
H -1.333 -0.281 -0.410
H -0.356 -0.015 -3.341
H 0.936 0.498 -2.193
H -0.336 -2.377 -3.758
H 2.344 -2.548 -4.674
H 2.177 -0.906 -3.876
H 1.017 -0.097 -5.747
H -0.231 -1.419 -5.646
H 1.352 -1.704 -6.532
H 1.030 -4.870 -2.052
H -1.175 -4.076 -2.745
H -0.998 -5.855 -2.531
H -3.149 -5.015 -1.667
H -2.396 -3.896 -0.470
H -2.249 -5.725 -0.244
H 0.483 -4.531 3.930
H -1.208 -5.211 3.419
H -1.034 -3.576 4.189
H 3.959 -0.581 0.944
H 2.456 -0.120 1.325
H 2.519 -1.838 2.796
H 3.038 -4.917 -0.492
H 3.966 -5.028 -2.638
H 2.570 -3.975 -3.096
H 4.365 -2.885 -4.164
H 5.649 -3.393 -3.009
H 4.509 -1.937 -2.624
C -3.894 3.487 2.119
O -3.025 3.482 1.271
N -3.748 3.029 3.391
C -4.832 3.064 4.351
C -2.463 2.488 3.797
H -4.904 3.875 1.913
H -4.532 3.671 5.209
H -5.050 2.046 4.684
H -5.730 3.493 3.907
H -1.695 3.256 3.677
H -2.210 1.640 3.155
H -2.498 2.163 4.836
C -6.100 0.945 0.987
O -6.995 1.747 1.186
N -5.911 0.252 -0.163
C -4.818 -0.687 -0.327
C -6.833 0.457 -1.262
H -5.347 0.715 1.759
H -4.192 -0.365 -1.162
H -5.226 -1.679 -0.539
H -4.208 -0.737 0.576
H -6.815 1.509 -1.555
H -7.844 0.203 -0.937
H -6.555 -0.164 -2.112
*
```

Mulliken atomic charge list, values in e, 5 entries:
1 C -0.91
2 C -0.25
3 C -0.89
4 C -0.01
5 C -0.82